DFT (ωB97M-V/def2-TZVPD) results for CH3N3O2S in the gas phase.

Properties
Highest occupied orbital energy: -10.5 eV
Total charge: 0
Relative energy (zero: lowest compared OMol25 entry of this formula, charge and spin): 209.7 kJ/mol
Frontier orbital gap: 9.94 eV
SMILES: O=S1(=O)N=NCN1

Last column: Mulliken charge in e.
Positions of all 10 atoms, in Å:
C: -0.02201 0.07684 0.51515  -0.178
N: 0.84801 -0.36759 1.52083  -0.100
N: 1.91890 -0.88840 1.22573  -0.090
N: 0.67622 -0.10322 -0.78015  -0.419
O: 2.19013 -2.23693 -1.03831  -0.553
O: 3.17542 -0.01574 -0.97710  -0.508
S: 2.17459 -0.87978 -0.53232  0.989
H: -1.04803 -0.44391 0.53837  0.273
H: -0.37837 1.11746 0.64103  0.245
H: 0.01724 -0.73080 -1.37649  0.342



DFT (ωB97M-V/def2-TZVPD) results for a molecular structure, C21H18Br2N4O3RbS.

Properties
Highest occupied orbital energy: -4.1 eV
Total charge: -1
Relative energy (zero: lowest compared OMol25 entry of this formula, charge and spin): 0.0 kJ/mol
Frontier orbital gap: 6.21 eV

Last column: Mulliken charge in e.
Positions of all 50 atoms, in Å:
Rb: -0.09406 -0.61162 1.69603  0.812
C: -2.05354 -2.60793 -1.29481  -0.959
C: -3.15899 -1.75835 -0.73748  0.590
C: -4.50106 -1.98201 -1.11890  -0.684
C: -5.48397 -1.20798 -0.57538  -0.794
C: -5.14809 -0.19499 0.34906  1.128
C: -6.09816 0.66006 0.98139  -0.195
Br: -7.95039 0.48326 0.61399  -0.293
C: -5.67029 1.60883 1.86267  -0.293
C: -4.31458 1.78134 2.16558  -0.103
Br: -3.85113 3.15073 3.38841  -0.244
C: -3.29138 1.01330 1.59022  0.048
O: -2.06178 1.12707 1.79567  -0.536
C: -3.78360 -0.02900 0.65553  -0.183
N: -2.82349 -0.81868 0.11376  -0.134
H: -2.42211 -3.31272 -2.04025  0.342
H: -1.57654 -3.18410 -0.49832  0.259
H: -1.27630 -1.99120 -1.74704  0.096
H: -4.72950 -2.76463 -1.83088  0.333
H: -6.52294 -1.35465 -0.84001  0.314
H: -6.39002 2.25700 2.34701  0.380
C: 3.46246 -2.19805 -3.71072  -0.861
N: 3.46764 -0.86506 -3.15646  0.183
C: 4.25548 0.17951 -3.58799  -0.468
C: 3.97490 1.23286 -2.80573  -0.485
N: 3.00849 0.83969 -1.88116  0.300
C: 2.67297 -0.47983 -2.11574  -0.049
S: 1.61883 -1.53384 -1.37701  -0.358
C: 2.53338 1.73564 -0.87337  0.647
C: 3.33416 2.83506 -0.54875  -0.628
C: 2.83744 3.74302 0.36268  -0.515
C: 1.59182 3.51970 0.93048  -0.855
C: 0.91006 2.37367 0.57148  0.072
N: 1.36421 1.49167 -0.32691  -0.152
H: 4.19961 -2.23223 -4.51076  0.304
H: 2.47409 -2.43868 -4.10104  0.311
H: 3.71109 -2.92436 -2.93790  0.309
H: 4.92937 0.07817 -4.41804  0.412
H: 4.34820 2.23605 -2.85183  0.380
H: 4.32511 2.97889 -0.95016  0.295
H: 3.43146 4.60398 0.64128  0.394
H: 1.16151 4.18701 1.66260  0.434
H: -0.02913 2.14832 1.06179  0.333
C: 3.28205 -1.83520 4.42863  -0.994
O: 2.24021 -0.33487 2.89438  -0.789
C: 2.18996 -1.47700 3.40923  0.917
O: 1.31893 -2.35572 3.20388  -0.811
H: 4.17302 -1.22026 4.31244  0.255
H: 3.53392 -2.89351 4.36833  0.281
H: 2.88069 -1.65838 5.43011  0.253



DFT (ωB97M-V/def2-TZVPD) results for C3H6FNS in the gas phase.

Properties
Highest occupied orbital energy: -9.1 eV
Total charge: 0
Relative energy (zero: lowest compared OMol25 entry of this formula, charge and spin): 154.8 kJ/mol
Frontier orbital gap: 10.02 eV
SMILES: FCC/C=N/S

Last column: Mulliken charge in e.
Positions of all 12 atoms, in Å:
C: -0.07143 -0.60143 -0.47040  -0.116
C: 0.15135 0.81451 -0.12509  -0.430
C: 0.90040 1.00752 1.13347  -0.280
H: -2.51480 -2.66788 -1.43692  0.175
H: 0.73887 -1.26806 -0.30208  0.416
H: -0.84802 1.28843 0.05031  0.220
H: 0.59537 1.48428 -0.88852  0.290
H: 0.41633 0.59878 2.06935  0.271
H: 1.93797 0.61076 1.00347  0.236
N: -1.17884 -0.97886 -0.92706  -0.332
F: 0.99447 2.38453 1.27719  -0.284
S: -1.12165 -2.67259 -1.38371  -0.167



DFT (ωB97M-V/def2-TZVPD) results for 2 unconnected molecules or ions with the total composition C6H16NO2.

Properties
Highest occupied orbital energy (alpha / beta): -18.4 / -18.3 eV
Total charge: +2
Frontier orbital gap (alpha / beta): 10.24 / 6.25 eV
<S²>: 0.75
Multiplicity: 2

Last column: Mulliken spin population.
Positions of all 25 atoms, in Å:
C: -1.22734 2.15616 -0.81248  0.002
O: -2.57314 2.49578 -0.60643  0.002
C: -0.96468 0.94656 0.14397  0.039
C: 0.33097 0.24208 -0.43745  0.060
C: 0.83345 -0.86813 0.43235  0.306
C: 0.64838 -2.15733 -0.03849  0.388
C: 1.31604 -0.52588 1.80038  0.019
N: -2.20752 0.10360 0.03979  0.003
H: -0.82129 1.91646 -1.79547  -0.001
H: -0.62030 2.99769 -0.45126  0.001
H: -2.99123 2.93900 -1.38175  0.000
H: -0.71232 1.07327 1.19215  -0.002
H: 1.04106 1.07539 -0.28834  0.011
H: 0.32213 0.08048 -1.51285  0.012
H: 0.19642 -2.41695 -0.99591  0.012
H: 0.86286 -3.11819 0.42934  -0.001
H: 1.59326 0.50835 1.94234  -0.003
H: 2.16487 -1.17005 2.07037  0.023
H: 0.55414 -0.90210 2.48971  0.033
H: -2.12536 -0.79100 0.51175  0.000
H: -3.00762 0.65951 0.38804  0.000
H: -2.49986 -0.08454 -0.92810  0.002
H: 4.11338 -1.65977 -0.85619  -0.004
H: 3.55175 -2.11958 0.53179  -0.004
O: 3.59433 -2.35953 -0.42283  0.101



DFT (ωB97M-V/def2-TZVPD) results for a molecular structure, C34H45N2OPPtS.

Properties
Highest occupied orbital energy: -7.7 eV
Total charge: 0
Relative energy (zero: lowest compared OMol25 entry of this formula, charge and spin): 0.0 kJ/mol
Frontier orbital gap: 8.22 eV

Last column: Mulliken charge in e.
Positions of all 85 atoms, in Å:
Pt: -0.73521 -0.36287 -0.68184  3.086
O: 0.42549 -1.88609 2.54732  -0.352
C: 0.89315 -1.43906 3.80539  -0.562
C: 2.35820 -1.02064 3.77344  -0.679
C: 2.68340 0.02410 2.69595  -0.677
C: 1.85844 1.27409 2.82552  0.474
C: 2.37085 2.44694 3.37480  -0.724
C: 1.55085 3.55671 3.48045  -0.574
C: 0.23950 3.46517 3.03807  -1.043
C: -0.19089 2.25985 2.50802  -0.305
N: 0.59415 1.18811 2.39979  0.780
H: 0.34099 -1.11263 1.96789  -0.335
H: 0.77209 -2.27823 4.49312  0.514
H: 0.27135 -0.61710 4.17561  0.208
H: 2.97756 -1.90232 3.59322  0.382
H: 2.62917 -0.62757 4.75903  0.351
H: 2.49611 -0.40841 1.70935  -0.192
H: 3.74393 0.27555 2.75060  0.508
H: 3.40085 2.48092 3.70546  0.481
H: 1.92921 4.48022 3.90017  0.407
H: -0.43979 4.30428 3.10252  0.491
H: -1.20868 2.14035 2.15033  0.298
N: 0.29678 1.47595 -0.77268  -0.731
S: -0.60793 2.62853 -1.41679  -0.146
C: -0.64823 2.20709 -3.14875  0.458
C: 0.21778 1.24735 -3.64092  -0.151
C: 0.17194 0.94119 -4.99589  -0.700
C: -0.72265 1.59211 -5.83213  -0.575
C: -1.58151 2.55855 -5.32090  -0.642
C: -1.54761 2.87164 -3.97228  -0.455
C: -2.31994 2.25144 -0.93262  2.222
C: -3.15712 1.20260 -1.67647  0.493
C: -4.54802 1.58536 -1.97921  -1.411
C: -5.08266 2.75793 -1.61229  -0.976
C: -4.29731 3.73186 -0.87335  -0.794
C: -3.01771 3.49612 -0.55694  -1.171
H: 0.80869 1.84345 0.01995  0.053
H: 0.89349 0.74137 -2.96429  0.568
H: 0.83792 0.18652 -5.39374  0.448
H: -0.75335 1.34742 -6.88597  0.394
H: -2.28244 3.06450 -5.97173  0.425
H: -2.23161 3.60468 -3.55952  0.386
H: -2.67346 0.71034 -2.51247  0.490
H: -5.11847 0.90439 -2.60208  0.461
H: -6.09998 3.00650 -1.88726  0.405
H: -4.75762 4.66973 -0.58920  0.426
H: -2.43568 4.26231 -0.05515  0.425
C: 1.07699 -1.35568 -1.02585  -2.047
H: 1.22486 -2.26031 -0.42907  0.351
H: 1.91222 -0.68346 -0.80039  0.452
H: 1.18053 -1.64248 -2.08092  0.441
C: -2.49401 0.86681 -0.34041  -1.006
C: -3.24319 0.70455 0.95643  0.683
C: -2.61269 -0.01516 1.97855  0.202
C: -3.19275 -0.20937 3.22100  -0.831
C: -4.44999 0.31338 3.48931  -0.892
C: -5.10349 1.01870 2.49305  -0.770
C: -4.51240 1.21332 1.24912  -0.529
H: -1.63543 -0.43217 1.78054  -0.001
H: -2.65664 -0.77612 3.97285  0.452
H: -4.91471 0.16872 4.45662  0.374
H: -6.09103 1.42547 2.67575  0.410
H: -5.07780 1.74405 0.50421  0.320
C: -0.88155 -4.20303 0.52135  -1.151
C: -1.09160 -3.82716 -0.94298  -0.827
P: -1.88745 -2.19588 -1.14250  0.276
C: -3.50506 -2.38396 -0.31132  0.033
C: -4.38532 -3.54776 -0.75500  -1.582
C: -2.31649 -2.11641 -2.93753  -0.259
C: -2.42569 -3.42543 -3.71652  -1.567
H: -0.37436 -5.16619 0.59718  0.413
H: -1.83367 -4.29340 1.04736  0.303
H: -0.28387 -3.46014 1.04830  0.110
H: -1.68678 -4.58519 -1.45518  0.662
H: -0.13334 -3.76285 -1.46340  0.521
H: -4.02108 -1.43151 -0.45312  0.191
H: -3.29685 -2.44012 0.75890  0.438
H: -4.69273 -3.44616 -1.79639  0.281
H: -5.29219 -3.58426 -0.14976  0.453
H: -3.87910 -4.50857 -0.64505  0.328
H: -1.55505 -1.47914 -3.39414  0.029
H: -3.25403 -1.55478 -2.99350  0.218
H: -1.46833 -3.94571 -3.75063  0.337
H: -2.72423 -3.22082 -4.74603  0.454
H: -3.15834 -4.10849 -3.28862  0.294



no.,largest force on an atom (eV/A)
1,3.54
2,0.69
3,2.52
4,2.51
5,0.51